Entry from the OMol25 dataset: a structure of composition C18H24As2N3OsS2 (the ωB97M-V functional and the def2-TZVPD basis).

Summary:
ΔE to the lowest compared entry with this formula, charge and spin in kJ/mol: 0.0
Maximum force in hartree/bohr: 0.014
Gap between HOMO and LUMO (alpha / beta) in hartree: 0.2780 / 0.1669
Spin multiplicity: 5
LUMO energy (alpha / beta) in eV: -9.47 / -12.53
Expectation value of S²: 6.06
Net charge: +3

Element x y z (Å)
1 Os -0.2450 -0.1669 -0.6436
2 C -2.3128 -3.0517 -0.0036
3 As -1.1692 -2.3353 -1.3736
4 C -2.1711 -2.4813 -3.0097
5 C 0.3082 -3.5570 -1.5493
6 C 0.0573 -4.9118 -1.7373
7 C 1.1199 -5.7960 -1.8596
8 C 2.4259 -5.3286 -1.7976
9 C 2.6785 -3.9761 -1.6120
10 C 1.6167 -3.0868 -1.4963
11 As 1.9057 -1.1898 -1.3384
12 C 3.6293 -0.9691 -0.5104
13 C 2.1874 -0.6037 -3.1628
14 H -2.6537 -4.0379 -0.3117
15 H -3.1710 -2.3980 0.1299
16 H -1.7572 -3.1339 0.9268
17 H -2.3663 -3.5407 -3.1616
18 H -1.5935 -2.0976 -3.8458
19 H -3.1129 -1.9450 -2.9247
20 H -0.9583 -5.2865 -1.7736
21 H 0.9267 -6.8511 -1.9983
22 H 3.2537 -6.0183 -1.8959
23 H 3.7020 -3.6266 -1.5648
24 H 4.3858 -1.2996 -1.2175
25 H 3.6815 -1.5602 0.3999
26 H 3.7949 0.0806 -0.2814
27 H 3.0832 -1.0827 -3.5522
28 H 2.3179 0.4763 -3.1828
29 H 1.3338 -0.8764 -3.7783
30 N 1.4080 2.4046 3.2225
31 C 0.5201 2.1307 2.3043
32 S 0.7132 0.6716 1.4201
33 N -0.5452 2.9726 2.0473
34 C -0.9750 4.1158 2.6500
35 C -0.6431 4.4844 3.9856
36 C -1.1043 5.6655 4.4754
37 C -1.9338 6.5066 3.6745
38 C -2.3148 6.1153 2.3681
39 C -1.8496 4.9451 1.8628
40 H 2.1730 1.7567 3.3662
41 H 1.4254 3.2682 3.7486
42 H -1.0811 2.6972 1.2314
43 H -0.1171 3.8162 4.6551
44 H -0.8653 5.9579 5.4894
45 H -2.2942 7.4437 4.0836
46 H -2.9652 6.7470 1.7781
47 H -2.1042 4.6494 0.8512
48 S -3.8047 2.1347 -2.4188
49 C -2.7012 1.3801 -1.6488
50 N -1.8385 0.7884 -1.0203

Atom-resolved charges from natural (NBO), all expressed in e: Os 0.70; C -0.94; As 1.19; C -0.93; C -0.41; C -0.19; C -0.15; C -0.15; C -0.21; C -0.26; As 1.05; C -0.93; C -0.93; H 0.27; H 0.26; H 0.26; H 0.27; H 0.26; H 0.26; H 0.23; H 0.26; H 0.25; H 0.23; H 0.27; H 0.26; H 0.26; H 0.27; H 0.26; H 0.25; N -0.68; C 0.37; S -0.15; N -0.52; C 0.29; C -0.20; C -0.14; C 0.05; C -0.17; C -0.16; H 0.46; H 0.44; H 0.45; H 0.24; H 0.28; H 0.27; H 0.28; H 0.25; S 0.33; C 0.12; N -0.74



Entry from the OMol25 dataset: a structure of composition C5H16AgF2N2O9S2 in a non-equilibrium geometry (the ωB97M-V functional and the def2-TZVPD basis).

Summary:
ΔE to the lowest compared entry with this formula, charge and spin in kJ/mol: 1060.4
Maximum force in hartree/bohr: 0.163
Gap between HOMO and LUMO in hartree: 0.0917
Spin multiplicity: 1
LUMO energy in eV: -0.15
Net charge: -1

Element x y z (Å)
1 N 2.9275 -4.3644 -2.5303
2 H 3.3508 -3.9453 -1.7147
3 H 2.2462 -5.0188 -2.1729
4 H 3.6721 -4.8259 -3.0330
5 H 2.3430 -3.6124 -2.8664
6 Ag 0.6644 1.1310 -0.6674
7 N -0.4086 -1.3521 -4.6822
8 S -1.8553 -1.6976 -5.1278
9 O -2.0983 -3.0777 -5.4860
10 O -2.8200 -0.6367 -5.5100
11 F -2.1723 -1.6977 -3.5765
12 S -0.0567 -0.9738 -6.2939
13 O -0.2628 0.3949 -6.7708
14 O -0.0843 -1.9858 -7.2743
15 F 1.5504 -0.8946 -6.0118
16 C 5.3698 0.9205 1.3502
17 O 5.0298 -0.2032 0.9416
18 O 6.5346 0.9935 1.6437
19 O 4.5607 1.8620 1.4271
20 C -4.4205 4.3160 0.7856
21 C -3.4243 5.2980 1.1954
22 O -2.2372 4.9476 0.5486
23 H -4.5220 4.4969 -0.2845
24 H -5.4578 4.5485 1.0265
25 H -4.1938 3.2746 1.0139
26 H -3.4428 5.3282 2.2848
27 H -3.8302 6.2591 0.8798
28 H -1.6599 5.6875 0.7506
29 C 0.8326 -1.7439 6.4066
30 C -0.0915 -1.5262 5.2244
31 O 0.5240 -1.9435 3.9729
32 H 1.7642 -1.2041 6.2370
33 H 1.0509 -2.8114 6.3776
34 H 0.3484 -1.6148 7.3746
35 H -0.1439 -0.4397 5.1547
36 H -1.0689 -1.9830 5.3797
37 H 1.4818 -1.9058 4.0271

Atom-resolved charges from natural (NBO), all expressed in e: N -0.90; H 0.45; H 0.44; H 0.46; H 0.47; Ag 0.08; N -1.00; S 2.34; O -0.91; O -0.87; F -0.54; S 2.32; O -0.89; O -0.90; F -0.55; C 0.89; O -0.64; O -0.62; O -0.63; C -0.62; C -0.07; O -0.69; H 0.21; H 0.21; H 0.22; H 0.15; H 0.15; H 0.47; C -0.64; C -0.06; O -0.73; H 0.21; H 0.20; H 0.21; H 0.16; H 0.17; H 0.47



Entry from the OMol25 dataset: a structure of composition C31H37ClF3IrN7O5 in a non-equilibrium geometry (the ωB97M-V functional and the def2-TZVPD basis).

Summary:
Maximum force in hartree/bohr: 0.044
Gap between HOMO and LUMO (alpha / beta) in hartree: 0.1936 / 0.1459
Spin multiplicity: 6
LUMO energy (alpha / beta) in eV: -5.58 / -8.30
Expectation value of S²: 8.84
Net charge: +2

Element x y z (Å)
1 Ir 0.1889 0.2050 0.0613
2 Cl -1.8342 -6.2190 -3.6303
3 C -1.6398 -4.8503 -2.6278
4 C -1.7241 -4.9901 -1.2285
5 C -1.6037 -3.9011 -0.4169
6 C -1.4003 -2.5885 -0.9529
7 O -1.4668 -1.5584 -0.2170
8 C -1.2054 -2.4864 -2.3779
9 C -0.8445 -1.2099 -2.9379
10 O -0.3820 -0.2431 -2.3480
11 C -1.3759 -3.6079 -3.1865
12 H -1.8913 -5.9677 -0.8055
13 H -1.6638 -4.0013 0.6561
14 H -0.9970 -1.1251 -4.0275
15 H -1.2643 -3.5295 -4.2570
16 F 0.6137 -2.4543 1.1404
17 C 1.2261 -1.2559 1.0331
18 F 2.4566 -1.5495 0.5465
19 F 1.4538 -0.8760 2.3172
20 C 6.4412 -1.4493 -1.1521
21 O 5.6195 -0.3513 -0.8145
22 C 5.2005 -0.1939 0.4418
23 C 5.4464 -1.1009 1.4755
24 C 5.0456 -0.8322 2.7661
25 C 4.3910 0.3686 3.0625
26 C 4.1304 1.2766 2.0688
27 C 4.5145 1.0335 0.7372
28 N 4.2948 2.0025 -0.1887
29 C 4.3798 1.9388 -1.5716
30 C 3.7850 0.9455 -2.3509
31 C 4.1954 0.7008 -3.6752
32 C 3.7828 -0.4322 -4.3561
33 C 2.9442 -1.3599 -3.7340
34 C 2.3929 -1.0710 -2.4958
35 C 2.6842 0.1336 -1.8358
36 O 1.9925 0.6266 -0.8636
37 H 6.6841 -1.3161 -2.2042
38 H 5.9131 -2.3969 -1.0184
39 H 7.3576 -1.4455 -0.5559
40 H 5.9649 -2.0218 1.2671
41 H 5.2441 -1.5469 3.5478
42 H 4.0976 0.5777 4.0768
43 H 3.5999 2.1864 2.2973
44 H 4.1037 2.9169 0.2076
45 H 4.9569 2.7262 -2.0394
46 H 4.8904 1.3916 -4.1289
47 H 4.1338 -0.6144 -5.3593
48 H 2.6967 -2.2846 -4.2312
49 H 1.6832 -1.7406 -2.0340
50 C 1.4720 3.6340 -0.2972
51 N 0.3976 3.7428 -1.2405
52 C 0.7505 3.6793 -2.6378
53 C -0.8584 3.1853 -0.9271
54 N -0.9824 1.9407 -0.6009
55 N -1.8707 4.0619 -1.0280
56 C -3.2568 3.6712 -0.8915
57 C -1.6599 5.4845 -1.2064
58 H 2.1505 4.4742 -0.4601
59 H 2.0155 2.6924 -0.4237
60 H 1.0819 3.6619 0.7171
61 H 1.0093 2.6546 -2.9329
62 H 1.6000 4.3320 -2.8375
63 H -0.0961 4.0066 -3.2373
64 H -1.9498 1.6761 -0.4348
65 H -3.5773 3.7007 0.1537
66 H -3.4288 2.6725 -1.2923
67 H -3.8675 4.3729 -1.4568
68 H -0.6043 5.7253 -1.1258
69 H -2.2051 6.0286 -0.4338
70 H -2.0283 5.8037 -2.1831
71 C -3.4207 0.2102 4.5934
72 N -2.4061 0.5124 3.6175
73 C -1.5222 1.6518 3.7105
74 C -0.6081 1.4205 2.5214
75 O 0.3544 2.0623 2.1495
76 N -1.0642 0.3302 1.8563
77 C -2.0998 -0.2064 2.5353
78 N -2.6982 -1.3082 2.1338
79 H -3.1422 0.6601 5.5428
80 H -3.4995 -0.8664 4.7352
81 H -4.3926 0.6089 4.2944
82 H -0.9846 1.6755 4.6612
83 H -2.0609 2.5990 3.5925
84 H -2.3314 -1.6850 1.2497
85 H -3.5026 -1.6887 2.5979

Atom-resolved charges from Löwdin, all expressed in e: Ir 1.57; Cl 0.83; C -0.61; C -0.04; C 0.05; C -0.30; O -0.09; C -0.08; C -0.16; O -0.02; C 0.00; H 0.13; H 0.13; H 0.15; H 0.13; F 0.06; C -0.66; F 0.06; F 0.05; C -0.02; O -0.05; C -0.17; C 0.01; C -0.01; C -0.04; C 0.02; C -0.12; N 0.12; C -0.04; C -0.16; C -0.02; C -0.07; C -0.07; C -0.04; C -0.34; O -0.23; H 0.11; H 0.11; H 0.11; H 0.12; H 0.13; H 0.12; H 0.13; H 0.15; H 0.14; H 0.12; H 0.11; H 0.11; H 0.10; C -0.08; N -0.21; C -0.04; C -0.41; N 0.04; N -0.13; C -0.03; C -0.03; H 0.10; H 0.04; H 0.08; H 0.09; H 0.10; H 0.09; H 0.05; H 0.10; H 0.09; H 0.10; H 0.09; H 0.10; H 0.10; C 0.00; N -0.08; C 0.00; C -0.48; O 0.04; N 0.03; C -0.36; N 0.25; H 0.10; H 0.10; H 0.11; H 0.15; H 0.15; H 0.07; H 0.13



Entry from the OMol25 dataset: the molecule C5H7N (the ωB97M-V functional and the def2-TZVPD basis).

Summary:
ΔE to the lowest compared entry with this formula, charge and spin in kJ/mol: 13.3
Maximum force in hartree/bohr: 0.010
Gap between HOMO and LUMO in hartree: 0.3299
Spin multiplicity: 1
SMILES: Cc1ccc[nH]1
LUMO energy in eV: 1.06
Net charge: 0

Element x y z (Å)
1 C 1.9128 0.0139 -0.0642
2 C 0.4406 0.0430 0.1710
3 C -0.3931 1.1332 0.1641
4 C -1.7254 0.6568 0.0287
5 C -1.6651 -0.7119 -0.0300
6 N -0.3432 -1.0747 0.0507
7 H 2.3688 -0.9724 0.0654
8 H 2.0156 0.3095 -1.1081
9 H 2.4607 0.7350 0.5476
10 H -0.0595 2.1635 0.1914
11 H -2.6190 1.2600 -0.0504
12 H -2.4425 -1.4563 -0.1290
13 H -0.0022 -2.0224 0.0762

Atom-resolved charges from natural (NBO), all expressed in e: C -0.64; C 0.13; C -0.31; C -0.30; C -0.09; N -0.51; H 0.21; H 0.22; H 0.23; H 0.22; H 0.22; H 0.21; H 0.41



Entry from the OMol25 dataset: a structure of composition C19H45Ba2NO11 in a non-equilibrium geometry (the ωB97M-V functional and the def2-TZVPD basis).

Summary:
ΔE to the lowest compared entry with this formula, charge and spin in kJ/mol: 443.1
Maximum force in hartree/bohr: 0.182
Gap between HOMO and LUMO in hartree: 0.1115
Spin multiplicity: 1
LUMO energy in eV: -9.06
Net charge: +2

Element x y z (Å)
1 Ba -2.3054 -3.0676 -4.8910
2 Ba 1.5482 -0.7769 -4.8785
3 O -1.2449 -0.3748 -1.2925
4 C -1.6571 -0.8703 -2.4538
5 O -0.8335 -1.0923 -3.2914
6 O -2.8333 -1.1590 -2.7222
7 H -0.3090 -0.5060 -1.4613
8 O 2.0919 1.5510 -0.7969
9 C 1.9514 0.8708 -1.9263
10 O 2.2341 -0.3478 -2.0222
11 O 1.5615 1.5392 -2.9309
12 H 2.5992 0.8918 -0.3176
13 C -2.9286 2.8795 1.0464
14 C -1.4992 2.3655 1.2717
15 O -1.4705 0.9656 1.4512
16 H -3.4232 2.4251 0.1879
17 H -2.9393 3.9369 0.7822
18 H -3.5974 2.7903 1.9025
19 H -1.1444 2.8719 2.1694
20 H -0.8572 2.6742 0.4467
21 H -1.3070 0.5102 0.6220
22 C -2.9573 -3.9759 -0.3162
23 C -3.0361 -4.7385 -1.6046
24 O -2.0132 -4.2808 -2.5448
25 H -3.7950 -4.2038 0.3430
26 H -3.1491 -2.9257 -0.5357
27 H -1.9549 -4.0601 0.1036
28 H -4.0080 -4.5705 -2.0686
29 H -2.8350 -5.8037 -1.4905
30 H -1.2434 -4.5471 -2.0368
31 C -3.0646 2.7791 -3.4461
32 C -1.8263 2.9139 -2.5420
33 O -0.6985 3.2122 -3.3242
34 H -2.9485 2.2042 -4.3649
35 H -3.3359 3.8048 -3.6959
36 H -3.8530 2.3360 -2.8376
37 H -1.6592 1.9195 -2.1281
38 H -1.9969 3.5885 -1.7030
39 H 0.0757 2.8037 -2.9302
40 C -5.2820 -0.9241 1.3260
41 C -5.2775 -0.4631 -0.1209
42 O -5.2130 -1.4422 -1.1828
43 H -6.1838 -1.5297 1.4161
44 H -5.4112 -0.1292 2.0605
45 H -4.4121 -1.5319 1.5746
46 H -4.4446 0.2146 -0.3083
47 H -6.1721 0.1254 -0.3243
48 H -4.5114 -1.1781 -1.7824
49 C 3.0391 -1.5914 3.0431
50 C 2.4907 -0.5609 1.9842
51 C 2.0530 0.7084 2.8128
52 C 3.2644 1.5759 3.1180
53 C 4.2398 1.8280 1.9288
54 C 4.7091 0.5470 1.2405
55 N 3.4783 -0.2723 0.9341
56 O 3.7286 -1.4103 0.1188
57 C 5.2761 1.0465 -0.0855
58 C 5.7856 -0.2918 1.9893
59 C 1.2267 -1.1488 1.3895
60 H 2.2288 -1.9243 3.6917
61 H 3.8298 -1.1520 3.6513
62 H 3.4575 -2.4869 2.5836
63 H 1.3175 1.2846 2.2514
64 H 1.6195 0.4706 3.7842
65 H 3.8748 1.0091 3.8211
66 H 2.8354 2.5070 3.4882
67 H 5.1178 2.3955 2.2372
68 H 3.6319 2.4060 1.2327
69 H 4.6469 1.8168 -0.5314
70 H 6.2132 1.5816 0.0680
71 H 5.5148 0.2631 -0.8048
72 H 5.5413 -1.3539 1.9679
73 H 6.7457 -0.0384 1.5397
74 H 5.6978 0.0241 3.0289
75 H 1.5049 -2.0846 0.9048
76 H 0.8350 -0.4335 0.6663
77 H 0.4479 -1.3288 2.1306
78 H 3.2185 -1.0615 -0.6160

Atom-resolved charges from Löwdin, all expressed in e: Ba 1.99; Ba 1.92; O 0.16; C -0.90; O -0.26; O -0.09; H 0.10; O 0.14; C -0.83; O -0.14; O -0.12; H 0.05; C -0.08; C -0.30; O -0.08; H 0.05; H 0.07; H 0.08; H 0.11; H 0.10; H 0.03; C -0.05; C -0.26; O -0.33; H 0.11; H 0.06; H 0.09; H 0.12; H 0.13; H 0.09; C -0.07; C -0.32; O -0.07; H 0.06; H 0.08; H 0.07; H 0.08; H 0.11; H 0.03; C -0.07; C -0.29; O -0.11; H 0.08; H 0.08; H 0.07; H 0.09; H 0.11; H 0.01; C -0.02; C -0.47; C -0.12; C -0.16; C -0.12; C -0.48; N -0.12; O -0.01; C -0.05; C 0.01; C -0.04; H 0.09; H 0.07; H 0.08; H 0.10; H 0.13; H 0.10; H 0.12; H 0.13; H 0.11; H 0.08; H 0.09; H 0.09; H 0.08; H 0.08; H 0.08; H 0.08; H 0.05; H 0.10; H 0.03



| no. | E (hartree) |
| --- | --- |
| 1 | -6222.11889 |
| 2 | -2129.52455 |
| 3 | -2826.46398 |
| 4 | -249.46818 |
| 5 | -1683.80150 |